# C3H3OS

The ion C3H3OS with charge +1 (ωB97M-V with the def2-TZVPD basis set, the OMol25 dataset).

The value obtained for the HOMO-LUMO gap is 8.99 eV. For the HOMO energy, the calculation gives -14.60 eV. For the LUMO energy, the calculation gives -0.206 Ha. As for the energy: -589.12401 a.u. The total charge is +1.

Each atom is followed by the atoms it is bonded to, with distances in Å.
Positions of all 8 atoms, in Å:
1 C -0.668 0.540 -0.176  C2 1.790, O4 1.276, H6 1.162
2 C -0.170 -1.169 -0.369  C1 1.790, S5 1.693, H7 1.095
3 C 1.369 0.464 0.749  O4 1.296, S5 1.738, H8 1.156
4 O 0.332 1.131 0.352  C1 1.276, C3 1.296
5 S 1.345 -1.236 0.382  C2 1.693, C3 1.738
6 H -1.593 1.218 -0.357  C1 1.162
7 H -0.899 -1.890 -0.752  C2 1.095
8 H 2.286 0.837 1.345  C3 1.156

These are the Löwdin partial charges, in e, on atoms 1 to 4: 0.032, -0.220, -0.343, -0.036